{"formula": "C38H114N9O13P3S10", "method": "the ωB97M-V functional and the def2-TZVPD basis", "orbital_gap_ev": 8.2, "homo_energy_ev": -8.368, "e_above_lowest_kj_mol": 0.0, "e_lumo_ev": -0.12, "total_charge": 0, "e_tot_ha": -7992.81272, "fmax_ev_per_a": 2.73, "symbols": ["O", "P", "N", "C", "C", "N", "C", "C", "N", "C", "C", "H", "H", "H", "H", "H", "H", "H", "H", "H", "H", "H", "H", "H", "H", "H", "H", "H", "H", "O", "P", "N", "C", "C", "N", "C", "C", "N", "C", "C", "H", "H", "H", "H", "H", "H", "H", "H", "H", "H", "H", "H", "H", "H", "H", "H", "H", "H", "O", "P", "N", "C", "C", "N", "C", "C", "N", "C", "C", "H", "H", "H", "H", "H", "H", "H", "H", "H", "H", "H", "H", "H", "H", "H", "H", "H", "H", "C", "S", "O", "C", "H", "H", "H", "H", "H", "H", "C", "S", "O", "C", "H", "H", "H", "H", "H", "H", "C", "S", "O", "C", "H", "H", "H", "H", "H", "H", "C", "S", "O", "C", "H", "H", "H", "H", "H", "H", "C", "S", "O", "C", "H", "H", "H", "H", "H", "H", "C", "S", "O", "C", "H", "H", "H", "H", "H", "H", "C", "S", "O", "C", "H", "H", "H", "H", "H", "H", "C", "S", "O", "C", "H", "H", "H", "H", "H", "H", "C", "S", "O", "C", "H", "H", "H", "H", "H", "H", "C", "S", "O", "C", "H", "H", "H", "H", "H", "H"], "coordinates": [[-4.342, 0.397, -5.007], [-3.519, -0.690, -4.449], [-4.043, -1.318, -2.938], [-5.408, -1.839, -2.728], [-3.135, -1.556, -1.802], [-1.875, -0.309, -4.310], [-1.539, 1.126, -4.282], [-0.719, -1.255, -4.463], [-3.571, -2.048, -5.513], [-3.962, -1.893, -6.912], [-3.236, -3.447, -5.095], [-5.596, -2.787, -3.236], [-6.122, -1.099, -3.092], [-5.675, -1.934, -1.676], [-3.273, -2.537, -1.349], [-3.345, -0.781, -1.061], [-2.103, -1.368, -2.094], [-1.108, 1.310, -3.297], [-0.775, 1.442, -4.995], [-2.421, 1.748, -4.425], [0.173, -0.639, -4.582], [-0.623, -1.820, -3.536], [-0.823, -1.799, -5.400], [-3.673, -2.781, -7.475], [-5.018, -1.661, -7.049], [-3.344, -1.077, -7.290], [-2.170, -3.666, -5.168], [-3.793, -4.205, -5.646], [-3.576, -3.620, -4.072], [0.472, 2.128, 2.122], [0.659, 0.773, 1.570], [-0.761, -0.161, 1.446], [-1.782, -0.050, 2.559], [-0.979, -1.272, 0.507], [1.816, -0.230, 2.429], [2.104, -1.582, 2.028], [2.173, 0.120, 3.866], [1.293, 0.817, -0.016], [2.726, 1.082, -0.265], [0.357, 1.467, -0.961], [-1.971, -1.013, 3.037], [-2.765, 0.148, 2.125], [-1.659, 0.708, 3.330], [-2.041, -1.512, 0.452], [-0.648, -2.186, 1.007], [-0.508, -1.136, -0.464], [1.464, -2.279, 2.575], [1.975, -1.729, 0.955], [3.130, -1.840, 2.294], [1.325, -0.119, 4.508], [3.073, -0.369, 4.239], [2.455, 1.172, 3.826], [3.314, 0.410, 0.357], [2.952, 0.979, -1.326], [2.949, 2.095, 0.079], [0.403, 2.550, -0.835], [-0.627, 1.050, -0.760], [0.671, 1.286, -1.990], [5.070, -1.522, -3.151], [4.812, -2.681, -2.260], [5.364, -4.146, -3.000], [6.803, -4.471, -2.953], [4.686, -4.643, -4.188], [3.169, -2.999, -1.998], [2.793, -4.250, -1.383], [2.214, -2.210, -2.758], [5.456, -2.727, -0.667], [5.557, -1.470, 0.049], [5.557, -3.935, 0.199], [7.282, -3.828, -3.696], [6.908, -5.525, -3.210], [7.294, -4.243, -2.008], [5.011, -4.067, -5.058], [3.621, -4.442, -4.073], [4.936, -5.691, -4.352], [1.724, -4.418, -1.502], [3.256, -5.091, -1.906], [3.157, -4.339, -0.361], [2.390, -1.199, -2.385], [2.319, -2.202, -3.845], [1.164, -2.366, -2.510], [4.721, -1.326, 0.735], [6.503, -1.424, 0.592], [5.628, -0.616, -0.625], [6.560, -3.808, 0.616], [5.714, -4.848, -0.372], [4.870, -3.930, 1.045], [3.585, 0.880, 7.054], [2.656, 1.426, 8.536], [3.017, 0.378, 9.565], [3.689, 2.898, 8.929], [3.020, 0.169, 6.451], [4.497, 0.336, 7.303], [3.855, 1.703, 6.390], [3.153, 3.538, 9.630], [3.967, 3.473, 8.046], [4.624, 2.578, 9.388], [2.756, 0.533, -4.801], [2.564, -0.719, -6.168], [1.924, -0.074, -7.389], [4.243, -0.801, -6.727], [3.457, 0.013, -4.145], [1.856, 0.815, -4.254], [3.208, 1.480, -5.100], [4.844, -1.109, -5.870], [4.585, 0.149, -7.139], [4.266, -1.521, -7.544], [-7.973, -0.062, 1.736], [-6.540, -0.487, 0.658], [-5.839, 0.807, 0.292], [-5.472, -1.355, 1.827], [-8.774, 0.149, 1.029], [-7.667, 0.828, 2.288], [-8.329, -0.719, 2.529], [-4.547, -1.780, 1.433], [-6.063, -2.147, 2.287], [-5.082, -0.660, 2.573], [-0.366, -3.324, 4.728], [-1.312, -4.549, 3.801], [-1.173, -5.834, 4.586], [-2.972, -3.833, 4.144], [-0.684, -3.315, 5.771], [-0.281, -2.311, 4.334], [0.651, -3.717, 4.698], [-3.800, -4.382, 3.699], [-3.049, -2.834, 3.712], [-3.163, -3.693, 5.208], [-0.101, 6.479, -3.280], [0.309, 5.301, -4.565], [1.311, 6.109, -5.376], [1.220, 4.125, -3.521], [-0.381, 7.453, -3.679], [0.878, 6.754, -2.878], [-0.721, 6.037, -2.501], [1.673, 3.422, -4.220], [0.444, 3.692, -2.890], [2.039, 4.689, -3.074], [-3.130, 2.342, 0.260], [-3.247, 3.400, -1.232], [-1.904, 3.505, -1.964], [-4.385, 2.371, -2.228], [-2.433, 2.755, 0.988], [-2.798, 1.368, -0.101], [-4.075, 2.339, 0.802], [-4.489, 2.884, -3.185], [-5.377, 2.182, -1.825], [-3.792, 1.482, -2.444], [-2.036, 7.078, -0.176], [-1.882, 6.330, 1.498], [-3.160, 5.498, 1.696], [-0.496, 5.138, 1.233], [-2.580, 6.414, -0.849], [-1.085, 7.300, -0.659], [-2.677, 7.951, -0.058], [-0.870, 4.213, 0.796], [-0.080, 4.835, 2.196], [0.413, 5.549, 0.792], [4.852, 5.644, 5.130], [5.439, 4.317, 3.986], [5.324, 2.970, 4.688], [4.052, 4.237, 2.806], [5.526, 5.601, 5.985], [3.818, 5.564, 5.462], [4.985, 6.564, 4.560], [3.053, 4.138, 3.230], [4.282, 3.380, 2.176], [4.062, 5.175, 2.249], [-3.853, -5.619, -0.991], [-3.631, -5.220, 0.789], [-3.047, -3.803, 0.771], [-5.439, -5.039, 1.210], [-4.360, -6.573, -1.149], [-2.894, -5.698, -1.500], [-4.545, -4.963, -1.521], [-6.038, -5.917, 0.975], [-5.785, -4.208, 0.595], [-5.486, -4.769, 2.264], [-2.080, 3.582, 4.506], [-1.558, 3.470, 6.271], [-2.581, 2.612, 6.938], [0.030, 2.490, 6.082], [-2.224, 2.537, 4.233], [-1.337, 3.925, 3.787], [-3.014, 4.139, 4.549], [-0.159, 1.460, 5.775], [0.477, 2.468, 7.075], [0.713, 2.829, 5.302]], "atomic_forces_ev_per_a": [[0.06, 0.03, 0.36], [0.49, -2.38, -0.53], [0.72, -0.26, -0.38], [0.11, 1.00, -0.65], [-0.43, 1.07, -0.63], [-0.55, 0.11, -0.58], [0.36, -0.28, 0.99], [-1.33, 1.54, 0.04], [-0.23, -1.14, 1.27], [0.94, 0.74, 0.29], [-0.65, 1.12, 0.37], [0.08, -0.13, -0.05], [-0.06, -0.10, -0.29], [0.53, -0.08, 0.13], [0.14, -0.06, -0.10], [-0.12, -0.14, 0.38], [-0.05, -0.32, -0.09], [-0.16, 0.54, 0.06], [-0.12, -0.42, -0.46], [0.05, -0.15, 0.05], [-0.04, 0.00, 0.14], [0.12, -0.57, -0.38], [-0.01, -0.52, 0.35], [-0.16, -0.06, 0.07], [0.00, -0.05, 0.01], [-0.37, 0.14, -0.50], [0.05, -0.05, -0.01], [0.00, 0.30, -0.48], [0.33, 0.21, 0.26], [-0.19, -0.21, 0.90], [1.37, -2.24, -0.75], [-0.11, 1.72, 0.85], [-0.30, -0.65, -1.40], [-0.08, -0.57, 1.72], [-0.04, 2.12, 0.47], [-0.32, -0.22, 0.27], [-0.41, 0.27, -2.06], [-0.66, -0.93, 0.27], [-1.02, 0.22, 1.11], [1.00, -0.08, 0.56], [0.63, -0.20, 0.19], [0.00, 0.34, -0.35], [0.81, 0.04, -0.31], [-0.11, 0.63, -0.41], [0.59, -0.29, -0.41], [-0.03, 0.10, 0.16], [-0.13, -0.35, -0.17], [-0.07, 0.05, -0.02], [0.12, 0.07, -0.07], [0.11, 0.28, 0.34], [-0.08, -0.50, -0.46], [-0.50, 0.14, 0.54], [0.08, -0.10, -0.27], [-0.01, -0.12, 0.04], [0.29, 0.24, -0.29], [-0.50, 0.11, 0.10], [-0.12, 0.45, -0.34], [-0.05, -0.37, -0.01], [-0.31, 0.24, 1.11], [-0.14, -2.61, 0.26], [0.23, 0.46, 2.26], [-0.72, 0.81, -0.70], [0.27, 1.17, 0.21], [0.48, 0.34, -0.81], [0.21, -0.71, -0.60], [0.03, 1.23, 0.65], [-0.33, -0.41, -1.76], [0.44, 0.18, -0.12], [1.95, 1.43, -0.68], [0.50, -0.33, -0.22], [0.25, 0.03, 0.05], [-0.38, -0.12, 0.16], [0.04, -0.11, -0.32], [-0.09, -0.45, -0.09], [-0.29, -0.06, 0.11], [-0.06, 0.27, 0.49], [0.08, -0.16, -0.08], [-0.51, 0.21, 0.16], [-0.23, 0.39, -0.56], [0.09, -0.33, 0.03], [0.16, -0.71, 0.20], [0.01, 0.06, 0.12], [-0.04, -0.22, 0.32], [-0.35, -0.15, -0.25], [0.03, -0.09, 0.59], [-1.02, -0.03, -0.04], [-0.39, -0.33, -0.33], [0.06, 0.12, -0.60], [1.67, -1.00, 0.33], [-0.63, 0.93, -0.54], [0.16, -0.08, -0.10], [-0.50, 0.11, 0.35], [0.01, 0.29, 0.63], [-0.07, 0.19, 0.10], [-0.11, -0.14, -0.03], [-0.35, -0.07, -0.17], [-0.14, -0.34, 0.07], [0.79, -0.29, -0.29], [-0.97, 1.95, -1.49], [-0.16, -0.61, 1.41], [0.71, -0.15, 0.67], [-0.01, 0.12, 0.30], [-0.33, -0.60, -0.27], [0.13, -0.20, -0.57], [0.34, -0.12, -0.19], [-0.26, 0.17, 0.25], [-0.09, -0.18, 0.22], [0.59, 0.62, 0.25], [0.60, 0.29, -0.33], [-0.84, -1.11, 0.57], [0.21, 0.29, 0.76], [0.00, 0.15, 0.16], [-0.03, 0.31, -0.36], [0.32, -0.73, -0.48], [-0.36, -0.13, -0.88], [0.02, 0.03, 0.10], [-0.54, 0.21, 0.24], [0.65, -0.16, 0.37], [-0.63, -0.58, 0.50], [-0.24, 1.27, -0.61], [-0.08, 0.58, 0.13], [-0.14, 0.00, -0.05], [-0.58, -0.06, -0.31], [0.00, -0.16, 0.08], [0.39, -0.47, 0.02], [0.40, 0.01, -0.25], [0.26, -0.40, 0.13], [1.01, 0.13, 0.70], [0.72, 1.23, -1.10], [-0.65, -1.09, 0.57], [-0.13, 0.73, -0.89], [-0.87, -0.47, -0.39], [0.16, -0.36, 0.36], [-0.25, 0.18, -0.19], [-0.27, -0.22, 0.06], [0.37, -0.16, 0.34], [-0.21, -0.11, 0.51], [0.45, 0.20, -0.54], [-0.34, 1.24, 0.31], [-1.11, -0.81, 0.76], [1.33, 0.08, -0.48], [0.36, 0.15, -0.43], [-0.18, -0.22, 0.37], [-0.28, -0.23, -0.60], [0.05, 0.17, 0.07], [0.35, -0.03, 0.52], [-0.47, -0.37, 0.09], [-0.32, -0.52, 0.01], [-0.94, -1.04, -0.37], [1.87, 0.93, -0.25], [0.02, -0.04, 0.68], [0.04, -0.41, 0.28], [0.09, 0.25, 0.43], [0.31, 0.16, 0.12], [0.10, 0.27, -0.50], [-0.60, 0.09, 0.40], [-0.46, 0.25, -0.78], [0.17, -0.44, -0.68], [-1.35, -1.53, 0.90], [0.32, 1.32, -0.23], [0.30, 0.87, 0.01], [0.03, 0.11, -0.09], [0.01, -0.33, -0.15], [0.07, 0.14, 0.20], [0.23, -0.24, 0.47], [-0.01, 0.13, -0.06], [0.07, -0.12, -0.33], [-0.75, -0.67, -0.11], [-0.17, 1.36, -0.99], [-0.89, -1.50, 0.30], [0.81, 0.40, -0.59], [0.23, -0.37, 0.59], [0.09, 0.34, 0.28], [0.38, 0.74, 0.32], [0.30, -0.18, 0.15], [-0.02, 0.08, 0.07], [-0.06, -0.15, -0.05], [0.40, -1.09, 0.74], [0.81, 0.08, -0.59], [0.44, -0.03, -0.37], [-0.78, -0.31, -0.19], [-0.53, 0.02, 0.00], [0.02, 0.56, 0.39], [0.13, 0.00, -0.39], [-0.55, -0.07, 0.22], [0.07, 0.13, -0.13], [-0.10, 0.72, 0.18]]}